Version 1
Here is 8 unconnected molecules or ions with the total composition C12H22BBr6N2O14 from OMol25. Energies are from the ωB97M-V functional and the def2-TZVPD basis.

Net charge: -1
Kohn-Sham gap (eV): 7.85
E_LUMO (eV): 1.60
2S+1: 1

Each line ends with the Löwdin charge.
Cartesian coordinates (Å):
N: 0.3844 4.6730 1.5933  0.28
H: 1.0465 4.7963 0.7983  0.08
H: 0.8689 4.2195 2.3573  0.14
H: -0.4215 4.1478 1.1084  0.14
H: -0.0144 5.5828 1.8245  0.14
N: -0.0601 0.6428 0.5847  0.23
H: -0.2335 -0.2829 0.2043  0.02
H: -0.9031 1.2075 0.3274  0.10
H: 0.8099 1.0827 0.1370  0.08
H: 0.0310 0.6960 1.6123  -0.02
O: -2.3510 1.3409 -4.4363  0.17
C: -2.7750 0.7411 -3.5211  -0.41
O: -2.1516 -0.1526 -2.7579  0.21
B: -3.1085 -0.7169 -1.7746  -0.86
O: -4.3347 0.0653 -1.9305  0.23
C: -4.1637 0.9621 -2.8982  -0.40
O: -4.9654 1.7469 -3.2832  0.16
O: -2.5865 -0.6054 -0.3949  0.22
C: -2.5459 -1.7798 0.1714  -0.45
O: -2.1934 -1.9900 1.2644  0.13
C: -3.0221 -2.7995 -0.8681  -0.43
O: -3.2880 -2.1773 -1.9849  0.25
O: -3.0626 -3.9658 -0.6875  0.16
O: -4.1895 3.1021 1.3144  0.04
C: -3.0069 3.1184 0.5664  -0.73
O: -1.9398 2.6098 1.1673  -0.22
O: -2.9676 3.6058 -0.5721  0.01
H: -3.7635 2.7131 2.1272  0.10
O: 3.9639 3.1677 -0.8745  0.03
C: 2.6109 3.0295 -0.5226  -0.75
O: 2.2514 1.8260 -0.2458  -0.11
O: 1.8626 4.0396 -0.5831  -0.05
H: 4.1115 2.1964 -0.9767  0.08
Br: 0.6784 -5.5930 1.7911  0.60
C: 2.4134 -4.8879 1.1678  -0.66
C: 2.3028 -4.0745 -0.0919  -0.66
Br: 1.4067 -2.3416 0.2364  0.68
H: 2.9678 -5.7662 0.8382  0.06
H: 2.8600 -4.3229 1.9750  0.05
H: 1.6517 -4.5792 -0.8026  0.06
H: 3.2392 -3.8620 -0.5984  -0.01
Br: -1.3743 0.4507 3.5432  0.71
C: -0.9018 -1.1841 4.5162  -0.64
C: 0.1733 -1.9544 3.7752  -0.65
Br: 1.8046 -0.8378 3.5791  0.55
H: -1.8102 -1.7706 4.6142  0.06
H: -0.5261 -0.9070 5.4966  0.05
H: -0.1868 -2.2896 2.8050  0.01
H: 0.5654 -2.8050 4.3238  0.05
Br: 3.7812 -2.1847 -2.7002  0.66
C: 3.2225 -0.3128 -2.5835  -0.71
C: 3.0538 0.2704 -3.9575  -0.67
Br: 2.0597 1.9273 -3.7111  0.73
H: 3.9177 0.2056 -1.9319  0.04
H: 2.3081 -0.2372 -1.9997  0.01
H: 2.4974 -0.2945 -4.6965  0.05
H: 4.0024 0.5080 -4.4353  0.06

***

Version 2
Here is 8 unconnected molecules or ions with the total composition C12H22BBr6N2O14 from OMol25. Energies are from the ωB97M-V functional and the def2-TZVPD basis.

Net charge: -1
Kohn-Sham gap (eV): 8.65
E_LUMO (eV): 2.05
2S+1: 1

Each line ends with the Löwdin charge.
Cartesian coordinates (Å):
N: 0.2769 0.8562 0.1787  0.25
H: 0.6421 0.3827 1.0329  0.08
H: 1.1341 1.2734 -0.3102  0.09
H: -0.2286 1.6998 0.4388  0.05
H: -0.1888 0.1516 -0.3948  0.03
N: 4.0962 -0.4232 -0.0578  0.29
H: 3.7228 -0.7140 0.8958  0.14
H: 5.1056 -0.3351 0.0037  0.13
H: 3.5857 0.4501 -0.3047  0.08
H: 3.8163 -1.0770 -0.8127  0.11
O: 1.5811 -2.1620 -5.3218  0.19
C: 1.7606 -2.2486 -4.1682  -0.39
O: 0.9999 -2.9883 -3.3427  0.23
B: 1.3840 -2.7263 -1.9607  -0.85
O: 2.6295 -1.9048 -2.0494  0.17
C: 2.8379 -1.5575 -3.3143  -0.40
O: 3.7155 -0.8683 -3.6830  0.18
O: 1.5795 -3.8648 -1.0551  0.23
C: 0.7708 -3.7936 0.0066  -0.38
O: 0.6944 -4.5805 0.8897  0.18
C: -0.0540 -2.4921 -0.1420  -0.43
O: 0.2976 -1.9228 -1.2811  0.16
O: -0.7952 -2.0714 0.6586  0.16
O: 3.2923 4.0668 -1.0741  0.07
C: 2.4312 3.2178 -0.4202  -0.72
O: 1.4961 3.7067 0.2469  0.01
O: 2.6895 1.9674 -0.5771  -0.12
H: 4.0020 3.4791 -1.3772  0.10
O: 0.8423 -1.4533 4.2257  0.01
C: 1.3762 -0.7607 3.1033  -0.73
O: 1.0978 0.4992 3.0277  -0.11
O: 2.0691 -1.4385 2.2863  -0.06
H: 0.5282 -0.6787 4.7491  0.09
Br: -3.1594 3.4645 -0.4170  0.55
C: -1.6033 4.5831 -0.8205  -0.66
C: -1.0702 5.1856 0.4439  -0.73
Br: -2.2458 6.5783 1.1224  0.59
H: -1.8410 5.3206 -1.5777  0.06
H: -0.8547 3.9137 -1.2407  0.05
H: -0.1130 5.6687 0.2696  0.05
H: -0.9081 4.4470 1.2186  0.05
Br: -3.6487 -2.4413 4.7750  0.62
C: -3.0537 -1.4706 3.1942  -0.68
C: -2.5162 -0.1444 3.6595  -0.67
Br: -2.2876 1.0766 2.1492  0.68
H: -3.9291 -1.2995 2.5799  0.04
H: -2.2991 -2.0181 2.6376  0.05
H: -1.5397 -0.0980 4.1245  0.03
H: -3.2058 0.3560 4.3325  0.04
Br: -2.5268 0.3566 -1.7714  0.67
C: -3.3606 -1.3775 -1.5679  -0.70
C: -2.8161 -2.3526 -2.5566  -0.70
Br: -3.6658 -4.0719 -2.2742  0.64
H: -4.4117 -1.2022 -1.7801  0.05
H: -3.3069 -1.7073 -0.5357  0.05
H: -1.7413 -2.4579 -2.5145  0.03
H: -3.0841 -1.9984 -3.5473  0.06

***

How far above the most stable structure does each one sit? In kJ/mol: version 1 145.6; version 2 0.0.

***

Version 1
Here is 4 unconnected molecules or ions with the total composition C5H16O3 from OMol25. Energies are from the ωB97M-V functional and the def2-TZVPD basis.

Kohn-Sham gap (eV): 10.02
SMILES: C=CCCC.O.O.O
E_LUMO (eV): 0.33
2S+1: 1

Each line ends with the Löwdin charge.
Cartesian coordinates (Å):
C: 2.9632 -0.4931 -0.2036  -0.02
C: 2.1627 0.4328 -0.7124  -0.17
C: 1.0653 1.0336 0.1331  -0.25
C: -0.0490 0.0477 0.2296  -0.27
C: -1.3281 0.6339 0.9071  -0.10
H: 3.1831 -0.8215 0.8174  0.06
H: 3.6274 -1.1876 -0.7179  0.05
H: 2.2248 0.6921 -1.7607  0.10
H: 1.4799 1.4781 1.0444  0.13
H: 0.7925 1.9843 -0.3772  0.10
H: 0.3615 -0.8383 0.7401  0.09
H: -0.4389 -0.3455 -0.7154  0.10
H: -2.1309 -0.1054 0.8944  0.04
H: -1.3245 0.9272 1.9604  0.08
H: -1.6382 1.4617 0.2750  0.07
O: -0.3075 2.2301 -2.5714  -0.04
H: -0.8897 2.3763 -1.8327  0.02
H: -0.6838 1.5303 -3.1027  0.04
O: -2.9322 -1.1983 -0.7856  -0.07
H: -2.0266 -1.4767 -0.5485  0.02
H: -3.1675 -2.0730 -1.1321  0.05
O: -0.2867 -2.1427 2.9242  -0.07
H: 0.0876 -2.6596 2.1787  0.04
H: -0.7448 -1.4864 2.3557  0.01

***

Version 2
Here is 4 unconnected molecules or ions with the total composition C5H16O3 from OMol25. Energies are from the ωB97M-V functional and the def2-TZVPD basis.

Kohn-Sham gap (eV): 9.96
SMILES: C=CCCC.O.O.O
E_LUMO (eV): 0.47
2S+1: 1

Each line ends with the Löwdin charge.
Cartesian coordinates (Å):
C: -1.0548 -2.9277 -1.2508  -0.01
C: -0.4184 -1.8117 -1.5765  -0.19
C: 0.6759 -1.2354 -0.7053  -0.20
C: -0.0890 -0.2475 0.2391  -0.27
C: 0.6487 0.0968 1.5463  -0.10
H: -0.7565 -3.4699 -0.3585  0.06
H: -1.9473 -3.2912 -1.7433  0.05
H: -0.6850 -1.1984 -2.4223  0.10
H: 1.1678 -1.9823 -0.0824  0.11
H: 1.3641 -0.6077 -1.2605  0.07
H: -1.0636 -0.6060 0.5551  0.07
H: -0.2448 0.6049 -0.4266  0.09
H: 0.7469 -0.7789 2.1864  0.08
H: 1.6375 0.4417 1.2314  0.07
H: 0.1357 0.8621 2.1077  0.05
O: 1.8562 1.3464 -1.9399  -0.04
H: 1.5564 2.0699 -1.3928  0.02
H: 2.0915 1.5652 -2.8432  0.05
O: 0.3773 3.7891 0.3671  -0.05
H: -0.2512 3.1213 0.0804  0.03
H: 1.1056 3.3673 0.8315  0.03
O: -2.6106 0.4184 2.2911  -0.05
H: -2.0921 0.3424 1.4874  -0.01
H: -2.1503 0.1311 3.0787  0.04

***

How far above the most stable structure does each one sit? In kJ/mol: version 1 53.5; version 2 0.0.

***

Version 1
Here is 2 unconnected molecules or ions with the total composition CH3N2PS from OMol25. Energies are from the ωB97M-V functional and the def2-TZVPD basis.

Kohn-Sham gap (alpha / beta) (eV): 5.90 / 5.91
E_LUMO (alpha / beta) (eV): -2.62 / -2.62
2S+1: 1

Each line ends with the Löwdin charge.
Cartesian coordinates (Å):
C: -2.8256 -0.2211 -0.0119  -0.52
N: -3.7421 -0.1197 0.6932  0.09
N: -0.2498 -1.2376 0.0896  -0.25
P: -1.3068 -0.5295 -0.9710  0.88
S: -0.5984 2.6010 -0.1190  0.15
H: -0.5098 -1.5225 1.0226  0.06
H: 0.7213 -0.9705 -0.0509  0.05
H: 0.1627 1.7594 0.4864  -0.45

***

Version 2
Here is a single CH3N2PS molecule from OMol25. Energies are from the ωB97M-V functional and the def2-TZVPD basis.

Kohn-Sham gap (eV): 8.83
SMILES: N#CP(N)S
E_LUMO (eV): -0.32
2S+1: 1

Each line ends with the Löwdin charge.
Cartesian coordinates (Å):
N: 0.3559 1.6787 -2.3545  0.09
C: 0.1225 0.9452 -1.5068  -0.52
P: -0.4580 -0.1992 -0.2906  0.62
N: -0.3753 0.5732 1.1854  -0.27
S: 1.2734 -1.9100 -0.4571  0.22
H: -0.2040 1.4927 1.4413  0.01
H: -0.9772 0.1461 1.9865  0.10
H: 0.2627 -2.7268 -0.0040  -0.25

***

How far above the most stable structure does each one sit? In kJ/mol: version 1 181.6; version 2 0.0.

***

Version 1
Here is a single C10H10O2 molecule from OMol25. Energies are from the ωB97M-V functional and the def2-TZVPD basis.

Kohn-Sham gap (eV): 9.07
SMILES: Cc1ccc(O)c2c1C(=O)CC2
E_LUMO (eV): 0.24
2S+1: 1

Each line ends with the Löwdin charge.
Cartesian coordinates (Å):
C: 0.5932 1.6548 -2.3153  -0.05
C: -0.1284 0.9563 -1.1756  -0.16
C: -1.4608 1.3600 -0.8566  -0.06
C: -2.1762 0.7553 0.1287  -0.02
C: -1.5988 -0.0789 1.0971  -0.21
O: -2.2894 -0.5558 2.2668  0.01
C: -0.2808 -0.4112 0.8959  -0.11
C: 0.3917 -0.0498 -0.2629  -0.08
C: 1.6316 -0.7723 -0.5908  -0.30
O: 2.0936 -0.8872 -1.6795  0.11
C: 1.7188 -1.7314 0.7874  -0.07
C: 0.6165 -1.3101 1.7620  -0.12
H: 1.2034 2.4645 -1.9647  0.07
H: -0.1134 2.1146 -3.0158  0.07
H: 1.0897 0.8357 -2.9708  0.11
H: -1.9059 2.1674 -1.5024  0.13
H: -3.2449 0.9963 0.0584  0.13
H: -1.7360 -0.4294 3.0567  0.10
H: 1.5325 -2.6947 0.3793  0.10
H: 2.7601 -1.4703 1.0427  0.11
H: 1.2383 -0.8778 2.5521  0.12
H: 0.0650 -2.0360 2.3073  0.10

***

Version 2
Here is a single C10H10O2 molecule from OMol25. Energies are from the ωB97M-V functional and the def2-TZVPD basis.

Kohn-Sham gap (eV): 9.28
SMILES: COc1ccc2c(c1)CCC2=O
E_LUMO (eV): 0.39
2S+1: 1

Each line ends with the Löwdin charge.
Cartesian coordinates (Å):
C: 1.0654 1.1509 -3.2162  -0.09
O: 1.6665 1.5392 -1.9677  -0.09
C: 1.0942 0.8036 -0.9479  -0.28
C: 1.9186 0.8375 0.1904  0.01
C: 1.5020 0.2545 1.3710  0.03
C: 0.1772 -0.2156 1.4159  -0.14
C: -0.6209 -0.2003 0.2752  -0.17
C: -0.1626 0.2500 -0.9624  0.03
C: -1.8391 -1.0259 0.5297  -0.13
C: -1.8803 -1.2553 2.0811  -0.09
C: -0.5278 -0.7797 2.5286  -0.39
O: -0.0740 -0.8623 3.6737  0.06
H: 0.0576 1.7339 -3.2866  0.12
H: 1.6286 1.5399 -4.0671  0.08
H: 0.9482 0.0085 -3.2845  0.12
H: 2.8619 1.2965 0.0331  0.11
H: 2.2662 0.1253 2.1725  0.14
H: -0.7622 0.1607 -1.8422  0.11
H: -2.7911 -0.5206 0.2627  0.12
H: -1.7145 -2.0457 -0.0391  0.16
H: -2.5936 -0.5233 2.6345  0.15
H: -2.2202 -2.2718 2.4454  0.14

***

How far above the most stable structure does each one sit? In kJ/mol: version 1 52.5; version 2 0.0.